[1]
Here is a structure of composition C28H46BrEuN3P2 at a distorted geometry from the OMol25 dataset. Energies are from ωB97M-V/def2-TZVPD.

XYZ file:
```
81
Properties=species:S:1:pos:R:3
N 5.9783 1.1872 -0.6562
C 5.5957 -0.0420 -1.0452
C 4.5967 -0.2671 -1.9938
C 3.9194 0.8406 -2.5637
C 4.2156 2.1262 -2.0391
C 5.2872 2.2354 -1.1159
C 2.9037 0.6306 -3.5856
Eu -0.7114 -0.4876 -0.7108
P -3.1665 -0.6706 0.8887
C 1.8082 1.4166 -3.8936
C 0.4350 0.8895 -3.7773
C -0.6649 1.7754 -3.5850
C -1.9409 1.3317 -3.1928
C -2.1462 -0.0379 -3.0348
C -1.1009 -0.9938 -3.2179
C 0.1896 -0.4842 -3.5518
Br -4.0093 -0.6311 -3.4919
H 2.9786 -0.3569 -4.0853
H 1.9170 2.4904 -4.1705
H 4.2832 -1.3059 -2.2078
H 3.6067 2.9907 -2.2988
H 6.1358 -0.8763 -0.5700
H 5.5696 3.2257 -0.7352
H -0.4913 2.8282 -3.7269
H 1.0236 -1.1722 -3.6808
H -2.7865 2.0257 -3.1285
H -1.2761 -2.0518 -2.9887
P 0.4657 1.3373 1.3436
C -3.0219 -2.2531 -0.1010
C -4.2536 -2.8262 -0.7877
H -2.5961 -2.9780 0.6095
H -2.2561 -2.1623 -0.9057
H -3.9537 -3.7654 -1.2769
H -5.0780 -3.0488 -0.0983
H -4.5957 -2.1528 -1.5874
C -4.2940 0.4563 -0.0377
C -5.8071 0.5285 0.1572
H -4.0942 0.2984 -1.1163
H -3.9223 1.4825 0.1828
H -6.2189 1.2552 -0.5580
H -6.3266 -0.4196 -0.0194
H -6.0667 0.9044 1.1486
C -3.8627 -1.1081 2.5289
C -4.8529 -2.2541 2.6510
H -4.3203 -0.1831 2.9116
H -2.9951 -1.3035 3.1862
H -5.1298 -2.3669 3.7070
H -5.7743 -2.0489 2.0979
H -4.4460 -3.2192 2.3276
C 0.6358 1.1254 3.1927
C -0.5225 0.4028 3.8481
H 0.7661 2.1426 3.6012
H 1.5702 0.5695 3.3617
H -0.3499 0.3538 4.9239
H -1.4733 0.9146 3.6986
H -0.6299 -0.6244 3.4879
C -0.8268 2.6809 1.3492
C -1.0099 3.3990 0.0117
H -0.4883 3.3875 2.1307
H -1.7687 2.2132 1.6934
H -1.7045 4.2359 0.1539
H -0.0618 3.8209 -0.3456
H -1.4269 2.7498 -0.7738
C 1.9503 2.4367 1.1551
C 3.2252 1.8233 1.7169
H 1.7195 3.3818 1.6718
H 2.0562 2.6522 0.0819
H 4.0832 2.4728 1.5135
H 3.1776 1.7034 2.8054
H 3.4471 0.8433 1.2671
C 4.1918 -3.6595 0.0412
N 3.3296 -2.8087 0.8891
C 3.5777 -2.8584 2.3613
C 2.2908 -2.2246 0.3849
N 1.3368 -1.6917 -0.0843
H 4.9198 -4.1549 0.6973
H 4.7047 -3.0364 -0.7084
H 3.5740 -4.4028 -0.4989
H 3.8518 -1.8612 2.7534
H 2.6890 -3.2323 2.8995
H 4.4157 -3.5442 2.5151
```

For the HOMO energy (alpha / beta), the calculation gives -13.2 / -13.3 eV. The value obtained for the total energy is -5225.23870 hartree. Its charge is +2. As for the multiplicity: 8. The calculation puts the HOMO-LUMO gap (alpha / beta) at 6.62 / 6.66 eV. As for the expectation value of S²: 15.7609.

Partial atomic charges computed with the Löwdin method, in multiples of e: number 1, N, carries 0.07; number 2, C, carries -0.14; number 3, C, carries -0.03; number 4, C, carries -0.21; number 5, C, carries 0.00; number 6, C, carries -0.13; number 7, C, carries -0.02; number 8, Eu, carries 1.35; number 9, P, carries 0.88; number 10, C, carries -0.02; number 11, C, carries -0.20; number 12, C, carries 0.00; number 13, C, carries -0.14; number 14, C, carries -0.68; number 15, C, carries -0.24; number 16, C, carries -0.07; number 17, Br, carries 0.84; number 18, H, carries 0.13; number 19, H, carries 0.14; number 20, H, carries 0.10; number 21, H, carries 0.11; number 22, H, carries 0.11; number 23, H, carries 0.12; number 24, H, carries 0.12; number 25, H, carries 0.12; number 26, H, carries 0.13; number 27, H, carries 0.11; number 28, P, carries 0.86; number 29, C, carries -0.46; number 30, C, carries -0.15; number 31, H, carries 0.09; number 32, H, carries -0.01; number 33, H, carries 0.09; number 34, H, carries 0.08; number 35, H, carries -0.02; number 36, C, carries -0.44; number 37, C, carries -0.13; number 38, H, carries -0.02; number 39, H, carries 0.07; number 40, H, carries 0.09; number 41, H, carries 0.07; number 42, H, carries 0.08; number 43, C, carries -0.41; number 44, C, carries -0.14; number 45, H, carries 0.09; number 46, H, carries 0.06; number 47, H, carries 0.09; number 48, H, carries 0.07; number 49, H, carries 0.07; number 50, C, carries -0.41; number 51, C, carries -0.16; number 52, H, carries 0.10; number 53, H, carries 0.07; number 54, H, carries 0.08; number 55, H, carries 0.06; number 56, H, carries 0.06; number 57, C, carries -0.43; number 58, C, carries -0.15; number 59, H, carries 0.09; number 60, H, carries 0.05; number 61, H, carries 0.09; number 62, H, carries 0.07; number 63, H, carries 0.03; number 64, C, carries -0.41; number 65, C, carries -0.16; number 66, H, carries 0.09; number 67, H, carries 0.06; number 68, H, carries 0.07; number 69, H, carries 0.06; number 70, H, carries 0.06; number 71, C, carries 0.00; number 72, N, carries -0.17; number 73, C, carries 0.01; number 74, C, carries -0.26; number 75, N, carries 0.02; number 76, H, carries 0.10; number 77, H, carries 0.07; number 78, H, carries 0.11; number 79, H, carries 0.10; number 80, H, carries 0.10; number 81, H, carries 0.09

=====

[2]
Here is a structure of composition C28H46BrN3NiP2S at a distorted geometry from the OMol25 dataset. Energies are from ωB97M-V/def2-TZVPD.

XYZ file:
```
82
Properties=species:S:1:pos:R:3
N -0.7957 1.3475 -7.1481
C -0.3653 0.1017 -6.9848
C -0.5664 -0.6192 -5.8014
C -1.2364 0.0292 -4.7451
C -1.7878 1.3160 -4.9807
C -1.4862 1.9510 -6.1903
C -0.9783 -0.4221 -3.3688
Ni -1.7854 -1.3595 -1.9921
P -1.8360 -1.2579 0.9696
C -1.4061 0.4325 -2.2616
C -0.4034 0.9708 -1.3549
C -0.8669 1.9203 -0.4080
C -0.1135 2.1515 0.7130
C 1.1827 1.4539 0.8886
C 1.7914 0.9530 -0.3656
C 0.9836 0.6636 -1.4358
Br 0.9615 -0.1258 2.0238
H -0.0854 -1.0756 -3.2523
H -2.2797 1.0836 -2.4247
H -0.1039 -1.5888 -5.6424
H -2.2832 1.9034 -4.2061
H 0.1941 -0.3437 -7.7995
H -1.8096 2.9833 -6.3137
H -1.8412 2.3821 -0.5700
H 1.3699 0.1937 -2.3504
H -0.5188 2.7165 1.5493
H 2.8511 0.6951 -0.3171
P 2.3929 2.4886 1.8897
C -2.7167 -2.5314 0.0111
C -4.0616 -2.8907 0.6101
H -2.0715 -3.4340 -0.1062
H -3.0345 -2.0911 -0.9945
H -4.5447 -3.6008 -0.0678
H -3.9993 -3.3371 1.6036
H -4.6880 -1.9942 0.6356
C -2.9600 0.1917 1.5153
C -4.0604 0.0436 2.5924
H -3.3911 0.6007 0.5831
H -2.2505 0.9478 1.9076
H -4.7369 0.9056 2.5190
H -4.6777 -0.8605 2.4930
H -3.6444 0.0947 3.6111
C -1.8633 -2.0241 2.7107
C -1.7903 -3.5362 2.9731
H -2.7596 -1.6302 3.2139
H -1.0359 -1.5555 3.2672
H -1.3993 -3.6725 3.9941
H -2.7653 -4.0462 2.9663
H -1.1027 -4.0427 2.2840
C 3.6499 1.3940 2.5834
C 4.6170 2.0816 3.5428
H 4.2065 0.9318 1.7527
H 3.1248 0.5795 3.1085
H 5.2530 2.8133 3.0274
H 4.1027 2.5896 4.3690
H 5.2643 1.3107 3.9783
C 1.3572 3.1948 3.1849
C 0.7702 4.5738 2.8532
H 2.0374 3.2616 4.0466
H 0.5653 2.4834 3.4731
H 1.5568 5.3419 2.8257
H 0.2350 4.6053 1.8932
H 0.0559 4.8496 3.6423
C 3.1402 3.7129 0.8286
C 4.3248 3.2874 -0.0311
H 3.4564 4.4574 1.5729
H 2.3517 4.1687 0.2112
H 4.8101 4.1962 -0.3995
H 5.0618 2.7092 0.5360
H 4.0107 2.7094 -0.9052
S -1.5769 -3.3951 -2.7453
C -0.1579 -3.7907 -1.8553
N -0.1412 -4.5878 -0.7704
C 1.1462 -4.5791 -0.0801
C 1.9854 -3.6307 -0.9445
N 1.0970 -3.3440 -2.0711
H -0.9678 -5.1089 -0.4745
H 1.5617 -5.5967 -0.0466
H 1.0172 -4.2046 0.9493
H 2.9082 -4.0949 -1.3082
H 2.2382 -2.7154 -0.3817
H 1.3143 -2.6856 -2.8086
```

For the HOMO energy (alpha / beta), the calculation gives -12.4 / -13.3 eV. The relative energy (zero: lowest compared OMol25 entry of this formula, charge and spin) is 0.00 kJ/mol. The value obtained for the total energy is -6421.34812 hartree. Its charge is +2. As for the multiplicity: 3. The calculation puts the HOMO-LUMO gap (alpha / beta) at 6.85 / 6.26 eV. As for the expectation value of S²: 2.0487.

Partial atomic charges computed with the Löwdin method, in multiples of e: number 1, N, carries 0.07; number 2, C, carries -0.11; number 3, C, carries 0.00; number 4, C, carries -0.19; number 5, C, carries 0.00; number 6, C, carries -0.12; number 7, C, carries -0.21; number 8, Ni, carries 0.27; number 9, P, carries 0.92; number 10, C, carries -0.21; number 11, C, carries -0.22; number 12, C, carries -0.03; number 13, C, carries -0.13; number 14, C, carries -0.82; number 15, C, carries -0.14; number 16, C, carries -0.01; number 17, Br, carries 0.86; number 18, H, carries 0.08; number 19, H, carries 0.12; number 20, H, carries 0.11; number 21, H, carries 0.11; number 22, H, carries 0.12; number 23, H, carries 0.12; number 24, H, carries 0.14; number 25, H, carries 0.13; number 26, H, carries 0.09; number 27, H, carries 0.11; number 28, P, carries 0.97; number 29, C, carries -0.50; number 30, C, carries -0.12; number 31, H, carries 0.04; number 32, H, carries 0.03; number 33, H, carries 0.09; number 34, H, carries 0.06; number 35, H, carries 0.08; number 36, C, carries -0.37; number 37, C, carries -0.15; number 38, H, carries 0.07; number 39, H, carries 0.06; number 40, H, carries 0.08; number 41, H, carries 0.07; number 42, H, carries 0.08; number 43, C, carries -0.40; number 44, C, carries -0.13; number 45, H, carries 0.05; number 46, H, carries 0.02; number 47, H, carries 0.08; number 48, H, carries 0.07; number 49, H, carries 0.05; number 50, C, carries -0.37; number 51, C, carries -0.11; number 52, H, carries 0.10; number 53, H, carries 0.03; number 54, H, carries 0.08; number 55, H, carries 0.08; number 56, H, carries 0.10; number 57, C, carries -0.32; number 58, C, carries -0.12; number 59, H, carries 0.09; number 60, H, carries 0.09; number 61, H, carries 0.09; number 62, H, carries 0.07; number 63, H, carries 0.10; number 64, C, carries -0.31; number 65, C, carries -0.10; number 66, H, carries 0.10; number 67, H, carries 0.12; number 68, H, carries 0.10; number 69, H, carries 0.07; number 70, H, carries 0.07; number 71, S, carries 0.81; number 72, C, carries -0.70; number 73, N, carries 0.03; number 74, C, carries -0.11; number 75, C, carries -0.11; number 76, N, carries 0.05; number 77, H, carries 0.16; number 78, H, carries 0.13; number 79, H, carries 0.12; number 80, H, carries 0.13; number 81, H, carries 0.12; number 82, H, carries 0.14